# 1
C17H18BrF2IN2OSSi | wB97M-V/def2-TZVPD

Values from the calculation:
- E_HOMO (Eh) = -0.339
- Kohn-Sham gap (eV) = 9.766
- SMILES string = C[Si@](Br)(I)CCSc1nnco1.Fc1ccccc1.Fc1ccccc1
- E (eV) = -125241.8381
- energy above the lowest of the compared OMol25 structures with the same formula, charge and spin (kcal/mol) = 0.00

Each line ends with the Mulliken charge.
Cartesian coordinates (Å):
C (-0.6934, -1.2302, 3.9034)  -1.085
Si (-0.1612, -1.3136, 2.1306)  0.485
Br (2.0322, -1.6862, 1.9866)  -0.275
I (-0.5142, 0.9146, 1.1399)  -0.070
C (-1.1628, -2.4776, 1.0647)  -0.414
C (-1.3863, -3.9201, 1.5238)  -0.899
S (0.0952, -4.9592, 1.7261)  -0.120
C (0.3565, -4.7730, 3.4403)  0.500
N (-0.5401, -4.7610, 4.3734)  -0.264
N (0.1502, -4.5977, 5.5707)  -0.487
C (1.3959, -4.5510, 5.2565)  0.057
O (1.6133, -4.6497, 3.9297)  -0.226
H (-1.5976, -0.6210, 3.9832)  0.351
H (0.0872, -0.7481, 4.4990)  0.283
H (-0.8790, -2.2216, 4.3200)  0.381
H (-0.7433, -2.4421, 0.0560)  0.173
H (-2.1523, -2.0015, 1.0123)  0.415
H (-1.9480, -3.9759, 2.4573)  0.440
H (-1.9792, -4.4486, 0.7723)  0.455
H (2.2556, -4.4536, 5.9007)  0.421
F (-2.9958, 2.6748, -1.1478)  -0.309
C (-2.3387, 3.7229, -1.6843)  0.568
C (-3.0070, 4.5382, -2.5757)  -0.481
C (-2.3265, 5.6137, -3.1280)  -0.288
C (-1.0027, 5.8568, -2.7879)  -0.558
C (-0.3560, 5.0197, -1.8892)  -0.481
C (-1.0235, 3.9410, -1.3260)  -0.234
H (-4.0374, 4.3272, -2.8269)  0.428
H (-2.8351, 6.2644, -3.8267)  0.360
H (-0.4771, 6.6967, -3.2218)  0.385
H (0.6763, 5.2036, -1.6220)  0.389
H (-0.5310, 3.2776, -0.6279)  0.127
F (0.5625, -1.7601, -1.6974)  -0.305
C (1.3711, -0.8020, -2.2057)  0.282
C (0.8012, 0.3524, -2.7011)  -0.400
C (1.6358, 1.3351, -3.2127)  -0.296
C (3.0118, 1.1492, -3.2253)  -0.643
C (3.5560, -0.0235, -2.7201)  -0.294
C (2.7339, -1.0137, -2.2011)  -0.495
H (-0.2732, 0.4770, -2.6757)  0.504
H (1.2058, 2.2507, -3.5974)  0.419
H (3.6586, 1.9183, -3.6254)  0.383
H (4.6277, -0.1711, -2.7265)  0.368
H (3.1347, -1.9319, -1.7937)  0.447

Cartesian forces (eV/Å) of the 2 atoms listed first:
C 0.167 0.111 0.111
Si -0.023 0.233 -0.086

# 2
C17H18BrN4O4 | wB97M-V/def2-TZVPD

Values from the calculation:
- E_HOMO (Eh) = -0.457
- Kohn-Sham gap (eV) = 8.377
- E (eV) = -102102.8014
- net charge = +1

Each line ends with the Mulliken charge.
Cartesian coordinates (Å):
C (-3.9358, -0.6785, -1.8988)  -0.728
C (-3.5176, -1.6608, -3.1026)  -0.745
C (-2.4373, -2.7253, -2.5142)  -0.229
Br (-3.4296, -4.0163, -1.4166)  -0.020
N (-1.3089, -2.0180, -1.8778)  0.516
N (-0.6858, -0.9659, -2.5021)  -0.300
C (0.4148, -0.4683, -1.7215)  -0.159
N (0.5184, -1.2195, -0.4951)  -0.359
C (-0.5638, -2.1517, -0.6736)  0.233
N (-0.7953, -3.0796, 0.2769)  -0.311
H (-3.6822, -1.1254, -0.8788)  0.222
H (-5.0646, -0.5271, -1.9568)  0.337
H (-3.3804, 0.3118, -2.0794)  0.235
H (-4.4459, -2.2740, -3.3922)  0.427
H (-3.1285, -1.1356, -4.0306)  0.404
H (-2.0312, -3.2784, -3.4289)  0.358
H (-0.9175, -0.5379, -3.4090)  0.245
H (1.1328, 0.3787, -1.9991)  0.433
H (-0.0422, -3.6792, 0.6484)  0.283
H (-1.7269, -3.1825, 0.7086)  0.194
C (3.1618, 3.9213, 0.3159)  -0.338
C (3.0473, 2.6947, -0.1943)  -0.293
C (2.9243, 2.4790, -1.6508)  0.492
O (2.8172, 1.3535, -2.1186)  -0.705
C (2.9346, 3.6726, -2.5215)  -0.438
C (3.0490, 4.8998, -2.0128)  -0.339
C (3.1721, 5.1171, -0.5549)  0.309
O (3.2782, 6.2331, -0.0909)  -0.503
H (3.2521, 4.0981, 1.3804)  0.443
H (3.0389, 1.8084, 0.4285)  0.488
H (2.8445, 3.4946, -3.5858)  0.427
H (3.0576, 5.7853, -2.6362)  0.421
C (0.6736, -0.2252, 2.9511)  -0.355
C (0.1874, -1.4478, 2.7401)  -0.065
C (-0.3179, -2.2753, 3.8543)  0.317
O (-0.7602, -3.3937, 3.6575)  -0.580
C (-0.2656, -1.6960, 5.2132)  -0.414
C (0.2210, -0.4723, 5.4258)  -0.405
C (0.7269, 0.3563, 4.3099)  0.318
O (1.1688, 1.4721, 4.5007)  -0.530
H (1.0486, 0.3941, 2.1456)  0.561
H (0.1408, -1.8875, 1.7543)  0.305
H (-0.6409, -2.3164, 6.0174)  0.428
H (0.2675, -0.0326, 6.4143)  0.424

Cartesian forces (eV/Å) of the 2 atoms listed first:
C 0.017 0.271 -1.047
C -0.409 -0.784 1.544

# 3
C17H18ClN3O3 | wB97M-V/def2-TZVPD

Values from the calculation:
- E_HOMO (Eh) = -0.305
- Kohn-Sham gap (eV) = 8.799
- SMILES string = Cc1cccc(C)c1OCC(=O)NNC(=O)Nc1ccc(Cl)cc1
- E (eV) = -41057.0237
- energy above the lowest of the compared OMol25 structures with the same formula, charge and spin (kcal/mol) = 14.02

Each line ends with the Mulliken charge.
Cartesian coordinates (Å):
C (-0.2442, -3.4006, -0.3134)  -2.234
C (0.1088, -2.1575, -1.0809)  1.374
C (1.4446, -1.8086, -1.2186)  -0.464
C (1.8128, -0.6991, -1.9536)  -0.748
C (0.8376, 0.0496, -2.5853)  -0.694
C (-0.5113, -0.2689, -2.4777)  1.147
C (-0.8759, -1.3633, -1.6850)  0.410
O (-2.1904, -1.7910, -1.5223)  -0.640
C (-3.1589, -0.8790, -1.0532)  -0.662
C (-2.8181, -0.2227, 0.2849)  0.712
O (-3.1631, 0.8945, 0.5831)  -0.636
N (-2.0852, -1.0328, 1.0949)  0.047
N (-1.7538, -0.7125, 2.4034)  -0.484
C (-0.7596, 0.1964, 2.7509)  0.417
O (-0.6854, 0.5792, 3.8936)  -0.680
N (0.0984, 0.4963, 1.7336)  0.209
C (1.1818, 1.3764, 1.7701)  0.033
C (1.7806, 1.7221, 0.5604)  0.073
C (2.8675, 2.5732, 0.5309)  -0.820
C (3.3603, 3.0894, 1.7186)  0.355
C (2.7702, 2.7599, 2.9277)  -0.727
C (1.6851, 1.9042, 2.9561)  -0.341
H (1.2186, 1.6500, 3.8926)  0.499
H (3.1581, 3.1694, 3.8469)  0.426
Cl (4.7227, 4.1546, 1.6871)  -0.228
H (3.3282, 2.8375, -0.4078)  0.421
H (1.3913, 1.3197, -0.3631)  0.386
H (-0.1293, 0.1369, 0.8158)  -0.173
H (-2.5166, -0.7262, 3.0733)  0.284
H (-1.8944, -1.9847, 0.8038)  0.349
H (-4.0638, -1.4807, -0.9110)  0.431
H (-3.3923, -0.0843, -1.7659)  0.242
C (-1.5024, 0.5473, -3.2541)  -1.998
H (-0.9948, 1.0600, -4.0681)  0.500
H (-1.9673, 1.3074, -2.6243)  0.351
H (-2.2767, -0.0870, -3.6811)  0.365
H (1.1222, 0.8961, -3.1930)  0.372
H (2.8532, -0.4304, -2.0512)  0.401
H (2.1969, -2.4211, -0.7452)  0.458
H (-0.0502, -3.2673, 0.7521)  0.341
H (-1.2837, -3.6762, -0.4712)  0.388
H (0.3785, -4.2260, -0.6538)  0.535

Cartesian forces (eV/Å) of the 2 atoms listed first:
C -0.028 0.020 -0.069
C -0.212 -0.005 -0.020

# 4
C17H18ClN5O5 | wB97M-V/def2-TZVPD

Values from the calculation:
- E_HOMO (Eh) = -0.346
- Kohn-Sham gap (eV) = 9.851
- SMILES string = Cc1nonc1OCC(C)(COc1nonc1C)NC(=O)c1ccc(Cl)cc1
- E (eV) = -48127.6756

Each line ends with the Mulliken charge.
Cartesian coordinates (Å):
C (-4.2066, -3.1584, 1.3284)  -1.206
C (-4.7663, -2.0037, 0.5979)  0.567
N (-5.9542, -1.9396, 0.0797)  -0.500
O (-6.0894, -0.7363, -0.4918)  -0.163
N (-4.9659, 0.0056, -0.3470)  -0.336
C (-4.1231, -0.7375, 0.3207)  0.852
O (-2.9010, -0.4203, 0.7103)  -0.420
C (-2.4398, 0.8859, 0.3958)  -1.504
H (-1.8341, 1.2014, 1.2480)  0.530
H (-3.2921, 1.5556, 0.2588)  0.594
C (-1.5664, 0.9016, -0.8741)  1.711
N (-0.3701, 0.0940, -0.6803)  0.021
C (0.4193, 0.0159, 0.4227)  0.400
O (0.1941, 0.5686, 1.4829)  -0.686
C (1.6474, -0.8111, 0.2228)  0.180
C (1.7066, -1.8918, -0.6526)  -0.056
C (2.8770, -2.6123, -0.7957)  -0.952
C (3.9996, -2.2456, -0.0677)  0.417
C (3.9539, -1.1823, 0.8206)  -0.908
C (2.7747, -0.4794, 0.9694)  -0.296
H (2.7171, 0.3444, 1.6643)  0.447
H (4.8296, -0.9098, 1.3874)  0.413
Cl (5.4640, -3.1355, -0.2623)  -0.215
H (2.9232, -3.4545, -1.4681)  0.427
H (0.8324, -2.2024, -1.2063)  0.506
H (0.0268, -0.2630, -1.5363)  0.464
C (-2.3235, 0.3251, -2.0716)  -2.231
H (-3.2744, 0.8348, -2.1976)  0.417
H (-2.5175, -0.7336, -1.9160)  0.414
H (-1.7375, 0.4392, -2.9811)  0.616
C (-1.1840, 2.3678, -1.1981)  -1.290
H (-2.0884, 2.9752, -1.2709)  0.507
H (-0.6326, 2.4027, -2.1431)  0.501
O (-0.4014, 2.9565, -0.1748)  -0.386
C (0.9080, 2.7793, -0.2630)  0.894
N (1.5726, 2.3008, -1.2806)  -0.321
O (2.8802, 2.3341, -0.9239)  -0.123
N (3.0311, 2.8254, 0.3153)  -0.505
C (1.8543, 3.1169, 0.7761)  0.659
C (1.5475, 3.6281, 2.1242)  -1.439
H (0.9519, 4.5360, 2.0529)  0.378
H (2.4673, 3.8249, 2.6659)  0.388
H (0.9587, 2.8763, 2.6496)  0.254
H (-3.3216, -3.5293, 0.8136)  0.287
H (-4.9504, -3.9464, 1.3938)  0.373
H (-3.9053, -2.8489, 2.3277)  0.319

Cartesian forces (eV/Å) of the 2 atoms listed first:
C -0.027 -0.063 0.019
C 0.099 0.848 -0.337

# 5
C17H18ClNO5S | wB97M-V/def2-TZVPD

Values from the calculation:
- E_HOMO (Eh) = -0.302
- Kohn-Sham gap (eV) = 8.707
- SMILES string = CCOc1cc(C)c(Cl)cc1S(=O)(=O)NCc1ccc2c(c1)OCO2
- E (eV) = -53005.3778
- energy above the lowest of the compared OMol25 structures with the same formula, charge and spin (kcal/mol) = 18.15

Each line ends with the Mulliken charge.
Cartesian coordinates (Å):
C (-2.6606, -2.1366, 2.4833)  -1.295
C (-2.7271, -0.7578, 1.8349)  -0.035
H (-3.1967, -0.0390, 2.5097)  0.384
H (-3.2921, -0.8084, 0.9031)  0.123
O (-1.4195, -0.2256, 1.6195)  -0.405
C (-0.6453, -0.7825, 0.6533)  -0.425
C (0.5946, -1.2866, 1.0556)  -0.318
C (1.5172, -1.8072, 0.1647)  0.802
C (1.1674, -1.8277, -1.1865)  0.729
C (-0.0465, -1.3259, -1.6135)  -1.120
C (-0.9482, -0.8001, -0.7068)  0.644
S (-2.4170, -0.0831, -1.4463)  1.370
O (-3.5778, -0.8697, -1.1302)  -0.824
O (-2.1403, 0.1466, -2.8353)  -0.699
N (-2.6008, 1.3706, -0.6360)  -0.163
H (-3.5822, 1.5660, -0.5055)  0.337
C (-1.8485, 2.4813, -1.2036)  -1.440
C (-0.3827, 2.1884, -1.0391)  0.380
C (0.3957, 1.8414, -2.1308)  -0.199
C (1.7344, 1.4802, -1.9928)  -1.109
C (2.2522, 1.4795, -0.7220)  0.939
C (1.4762, 1.8414, 0.3808)  0.989
C (0.1604, 2.2019, 0.2498)  -0.830
H (-0.4392, 2.4550, 1.1068)  0.384
O (2.2332, 1.7494, 1.5186)  -0.528
C (3.5203, 1.3562, 1.0959)  -0.313
O (3.5113, 1.1416, -0.2994)  -0.516
H (4.2480, 2.1483, 1.3416)  0.286
H (3.8099, 0.4277, 1.6105)  0.254
H (2.3360, 1.2011, -2.8409)  0.473
H (-0.0517, 1.8267, -3.1117)  0.350
H (-2.0874, 2.6084, -2.2664)  0.326
H (-2.1243, 3.3854, -0.6557)  0.557
H (-0.3082, -1.3052, -2.6592)  0.521
Cl (2.2721, -2.4506, -2.3505)  -0.241
C (2.8416, -2.3291, 0.6177)  -2.085
H (2.9492, -3.3752, 0.3342)  0.499
H (3.6439, -1.7769, 0.1295)  0.392
H (2.9460, -2.2416, 1.6954)  0.378
H (0.8276, -1.2433, 2.1089)  0.372
H (-2.0846, -2.0967, 3.4052)  0.318
H (-2.1907, -2.8467, 1.8061)  0.300
H (-3.6657, -2.4814, 2.7073)  0.437

Cartesian forces (eV/Å) of the 2 atoms listed first:
C 0.110 0.411 -0.183
C -0.344 -0.366 0.318

# 6
C17H18F2MnN3O4 | wB97M-V/def2-TZVPD

Values from the calculation:
- E_HOMO (alpha / beta) (Eh) = -0.162 / -0.191
- Kohn-Sham gap (alpha / beta) (eV) = 7.037 / 7.824
- multiplicity = 6
- E (eV) = -67340.6513
- energy above the lowest of the compared OMol25 structures with the same formula, charge and spin (kcal/mol) = 2.27
- net charge = -1

Each line ends with the Mulliken charge.
Cartesian coordinates (Å):
Mn (-0.7707, -0.1701, 0.0341)  0.200
N (1.7979, -1.2942, 2.5343)  -0.597
C (1.6842, -2.1444, 1.3285)  -0.383
C (0.3208, -2.8269, 1.3577)  0.299
O (0.2520, -3.9609, 1.8613)  -0.763
N (-0.6740, -2.0612, 0.9357)  -0.086
C (-2.0204, -2.5790, 1.1443)  -0.636
C (-3.0840, -1.4662, 1.1518)  0.464
O (-4.1987, -1.7329, 1.5882)  -0.763
O (-2.7246, -0.3208, 0.6763)  -0.638
H (2.7790, -1.1667, 2.7562)  0.201
H (1.4024, -1.8130, 3.3143)  0.256
H (2.4472, -2.9250, 1.3089)  0.399
H (1.7934, -1.5142, 0.4428)  0.175
H (-2.0922, -3.1299, 2.0843)  0.355
H (-2.3042, -3.2889, 0.3573)  0.368
F (-3.1901, 0.0135, -4.9136)  -0.351
C (-2.0817, 0.2935, -4.1841)  0.415
C (-2.0339, -0.0270, -2.8467)  -0.285
C (-0.8941, 0.2519, -2.0862)  -0.493
C (0.1999, 0.8727, -2.7286)  0.179
C (0.0850, 1.1917, -4.0819)  0.321
F (1.0838, 1.8358, -4.7580)  -0.356
C (-1.0333, 0.9131, -4.8351)  -0.783
C (1.4094, 1.1748, -1.9187)  1.103
C (2.6316, 1.6064, -2.4523)  -0.818
C (3.6929, 1.8770, -1.6104)  -0.331
C (3.5385, 1.7238, -0.2426)  -1.014
C (2.3122, 1.2774, 0.2110)  -0.249
N (1.2864, 1.0008, -0.5906)  -0.005
H (-2.9002, -0.4892, -2.3857)  0.529
H (-1.0862, 1.1783, -5.8806)  0.470
H (2.7563, 1.7219, -3.5142)  0.453
H (4.6352, 2.2092, -2.0292)  0.411
H (4.3388, 1.9384, 0.4522)  0.410
H (2.1286, 1.1327, 1.2676)  0.496
C (-2.0234, 1.8947, 2.9274)  -1.345
C (-1.0493, 0.7571, 3.1232)  -0.172
O (-0.0814, 0.7815, 2.0683)  -0.304
H (-2.7515, 1.9083, 3.7400)  0.379
H (-2.5663, 1.7549, 1.9929)  0.282
H (-1.4968, 2.8511, 2.9099)  0.339
H (-1.5813, -0.1981, 3.1204)  0.208
H (-0.5315, 0.8531, 4.0852)  0.424
H (0.5944, 0.0949, 2.2844)  0.231

Cartesian forces (eV/Å) of the 2 atoms listed first:
Mn -0.014 0.086 0.013
N 0.050 -0.055 0.100